1.
Below is 7 unconnected molecules or ions with the total composition C31H51IN6O2, with properties calculated with the ωB97M-V functional and the def2-TZVPD basis.

The calculation puts the total energy at -1988.3519 Eh. The value obtained for the highest occupied orbital energy is -9.757 eV. As for the net charge: 0. For the molecular weight, the calculation gives 666.69 g mol⁻¹. The gap between HOMO and LUMO is 9.94 eV.

Atoms and positions in Å:
C -2.09897 5.93014 5.51563
C -1.05262 6.52277 5.26794
C 0.42438 6.82908 4.81210
O 0.93074 7.82184 5.30714
O 1.11757 6.03433 3.91559
C 0.81416 4.62258 4.06997
C 1.47131 4.07664 5.41873
C 0.53206 3.03602 6.20613
C 1.46899 2.37964 7.32829
I -0.22427 1.49430 4.82888
H -2.98613 5.25441 5.66177
H -0.28295 4.36552 3.96311
H 1.33351 4.09747 3.20208
H 1.78442 4.88806 6.13724
H 2.38074 3.46833 5.10510
H -0.32265 3.53613 6.74378
H 0.88012 1.90732 8.17311
H 2.13367 3.22458 7.70621
H 2.18213 1.60552 6.89957
C 1.46502 -1.78119 -0.18112
C 0.47293 -2.39744 0.79995
C 0.39097 -1.62670 2.12077
C 1.72916 -1.62332 2.78896
N 2.76657 -1.62655 3.30012
H 2.48401 -1.79885 0.21656
H 1.47352 -2.33871 -1.11368
H 1.20094 -0.74444 -0.40769
H 0.76181 -3.43502 0.99259
H -0.51779 -2.42097 0.33924
H -0.33892 -2.09478 2.78544
H 0.07534 -0.59519 1.94414
C 3.46881 1.54238 -3.41653
C 4.35645 0.31617 -3.23208
C 3.84146 -0.91110 -3.98868
C 2.48156 -1.27988 -3.49638
N 1.42829 -1.56388 -3.11213
H 2.46436 1.37550 -3.02036
H 3.88891 2.39852 -2.88458
H 3.38206 1.80820 -4.47380
H 4.43011 0.08873 -2.16449
H 5.36552 0.55166 -3.58077
H 4.51578 -1.75676 -3.83679
H 3.78978 -0.70754 -5.06097
C -0.49082 11.54445 5.01601
C 0.99182 11.53720 4.66105
C 1.67941 12.87476 4.94757
C 1.04455 13.95924 4.14103
N 0.55133 14.79801 3.51653
H -1.04442 12.27273 4.41841
H -0.93160 10.56420 4.82289
H -0.63978 11.78203 6.07317
H 1.10184 11.28354 3.60266
H 1.49010 10.75038 5.23340
H 2.73922 12.81512 4.69057
H 1.60171 13.12666 6.00796
C -0.83793 -2.88011 -4.79400
C -2.31196 -2.76017 -5.16179
C -2.71247 -3.67480 -6.32204
C -1.92993 -3.32392 -7.54418
N -1.32295 -3.05131 -8.48964
H -0.19041 -2.57717 -5.62081
H -0.60500 -2.23540 -3.94846
H -0.58579 -3.90803 -4.51739
H -2.53057 -1.71947 -5.41925
H -2.91791 -3.00864 -4.28590
H -3.77775 -3.56365 -6.53872
H -2.52552 -4.72029 -6.06737
C 1.90751 -6.63404 -1.81691
C 1.18968 -6.98564 -0.51812
C -0.33427 -7.00351 -0.66638
C -0.81574 -5.65256 -1.08190
N -1.18968 -4.60484 -1.39904
H 1.65158 -5.62806 -2.15883
H 2.98970 -6.66165 -1.67209
H 1.65229 -7.34256 -2.60993
H 1.47866 -6.26509 0.25312
H 1.52605 -7.96967 -0.18070
H -0.80201 -7.27246 0.28317
H -0.63980 -7.73937 -1.41404
C -6.29167 -8.13023 -4.12642
C -5.50713 -6.90123 -4.57302
C -4.07794 -7.23326 -5.01000
C -3.32489 -7.84051 -3.87397
N -2.74216 -8.30972 -2.99330
H -5.83809 -8.60120 -3.25125
H -7.31101 -7.85079 -3.85228
H -6.34644 -8.87282 -4.92739
H -5.48456 -6.17733 -3.75309
H -6.03290 -6.42688 -5.40614
H -3.56363 -6.32652 -5.33213
H -4.08574 -7.93420 -5.84819

Cartesian forces, eV/Å:
1.0 0.0 -0.4
0.4 -2.1 -1.0
-0.5 1.8 1.4
-0.5 -1.7 -1.3
-2.1 0.3 1.5
0.8 -1.4 -0.3
-0.9 -1.4 -0.6
1.7 0.6 1.1
0.1 0.1 -0.4
0.2 0.6 0.7
1.4 1.5 -0.1
1.2 0.7 0.4
-0.7 0.9 1.1
-0.4 -0.7 -0.9
-0.9 0.9 0.6
0.7 -0.5 -1.0
0.7 0.6 -1.0
-1.0 -1.1 -0.1
-1.0 0.9 0.4
0.0 -0.2 0.2
0.1 0.1 -0.3
0.7 -0.3 0.2
0.0 0.2 0.3
-0.9 0.0 -0.5
-0.1 0.1 0.1
-0.1 0.1 0.2
0.0 -0.1 -0.1
-0.1 0.1 0.1
0.0 0.0 0.1
0.1 0.1 0.1
0.1 0.0 0.1
0.0 0.1 0.0
0.0 0.3 0.1
-0.5 0.0 0.5
-0.2 -0.3 -0.2
1.2 0.5 -0.7
0.0 0.0 -0.1
0.0 0.0 -0.1
0.0 0.0 0.1
0.0 -0.1 -0.1
0.0 -0.1 0.0
-0.2 0.0 0.0
-0.1 -0.1 0.1
-0.1 0.0 0.0
-0.2 -0.2 0.0
-0.4 0.3 -0.6
0.1 0.4 0.0
0.4 -0.8 0.5
0.1 0.0 0.1
0.0 0.0 0.1
0.0 0.0 -0.1
0.1 0.1 0.1
0.1 0.1 -0.1
-0.1 0.1 0.0
0.0 0.1 -0.1
-0.1 0.0 0.0
0.2 0.1 0.2
0.3 0.5 -0.4
0.0 -0.2 -0.3
-0.5 -0.2 0.9
-0.1 0.0 0.0
0.0 -0.2 -0.1
0.0 0.1 0.0
-0.1 -0.1 0.0
0.0 0.0 -0.1
0.1 -0.1 -0.1
0.1 0.1 -0.1
0.1 0.0 0.0
0.3 0.1 -0.1
0.1 0.6 -0.1
-0.4 0.0 -0.1
0.4 -0.9 0.3
-0.1 -0.1 0.0
-0.1 0.0 0.0
0.0 0.1 0.0
-0.1 -0.1 0.0
-0.1 0.0 0.0
-0.1 0.1 -0.1
-0.1 0.2 0.0
-0.1 0.0 0.0
-0.3 -0.1 0.1
0.1 -0.2 0.7
0.3 -0.1 0.0
-0.5 0.4 -0.7
0.0 0.0 -0.1
0.1 0.0 -0.1
0.0 0.0 0.1
0.1 0.0 -0.1
0.1 0.0 0.0
0.1 -0.2 0.1
0.1 0.0 0.1


2.
Below is a molecular structure, C40H43Cl5N7NiO3, with properties calculated with the ωB97M-V functional and the def2-TZVPD basis.

The calculation puts the total energy at -5968.1330 Eh. The value obtained for the highest occupied orbital energy (alpha / beta) is -9.554 / -9.554 eV. As for the net charge: +1. Its energy above the lowest of the compared OMol25 structures with the same formula, charge and spin is 0.0 kJ/mol. For the molecular weight, the calculation gives 905.79 g mol⁻¹. The gap between HOMO and LUMO (alpha / beta) is 6.28 / 6.28 eV.

Atoms and positions in Å:
Ni -0.62547 -0.32572 -0.47246
Cl -3.55669 1.65615 5.75618
C -2.70424 0.83216 4.50833
C -2.67495 1.34419 3.22152
Cl -3.51279 2.80565 2.82831
C -1.96491 0.67444 2.23562
Cl -1.90857 1.32341 0.60061
C -1.25494 -0.52311 2.44204
O -0.61657 -1.11542 1.50477
C -1.32432 -1.02522 3.76726
Cl -0.49425 -2.50504 4.06762
C -2.01906 -0.36610 4.76859
Cl -2.04869 -1.01992 6.35914
C 3.65611 0.37097 -1.02464
N 2.65605 -0.61892 -0.65361
C 2.49327 -0.92182 0.77322
C 1.84223 -1.17669 -1.55478
N 0.59458 -1.54513 -1.21779
C 0.31738 -2.91421 -1.50164
C 1.31760 -3.82892 -1.31447
C 1.20223 -5.15691 -1.78601
C 0.08277 -5.54352 -2.45386
C -1.00528 -4.64453 -2.60145
C -2.18122 -5.04559 -3.28342
C -3.22803 -4.18269 -3.39882
C -3.17286 -2.92065 -2.76980
C -2.07025 -2.51231 -2.05877
N -2.16004 -1.31669 -1.30075
C -3.33270 -1.26509 -0.62570
N -4.10049 -0.16559 -0.69336
C -4.01637 0.74712 -1.82591
C -5.02370 0.23091 0.36429
N -3.77593 -2.29758 0.11430
C -2.84537 -3.29999 0.63290
C -5.17911 -2.69832 0.12128
C -0.91691 -3.33746 -2.05277
N 2.31121 -1.37300 -2.80635
C 1.38809 -1.57212 -3.91781
C 3.67765 -1.82339 -3.05192
H 3.63384 1.17560 -0.28881
H 3.41659 0.78510 -2.00220
H 4.66939 -0.03820 -1.05976
H 2.83456 -0.06448 1.34739
H 3.09444 -1.79245 1.04696
H 1.45844 -1.11690 1.03151
H 2.23133 -3.50935 -0.82309
H 2.01538 -5.85432 -1.62764
H -0.00538 -6.54259 -2.86602
H -2.22851 -6.04295 -3.70482
H -4.11754 -4.46696 -3.94814
H -4.03716 -2.26407 -2.81754
H -3.25868 0.39632 -2.51796
H -3.75978 1.75246 -1.48368
H -4.98175 0.79537 -2.33371
H -4.82253 -0.34041 1.26734
H -6.06527 0.08993 0.06900
H -4.86791 1.28860 0.58170
H -1.85921 -2.86468 0.76587
H -2.78683 -4.16498 -0.03511
H -3.21330 -3.63069 1.60483
H -5.76215 -2.05800 -0.53332
H -5.60480 -2.66900 1.12587
H -5.24515 -3.72230 -0.25454
H 0.46049 -1.03618 -3.73209
H 1.15999 -2.63106 -4.06601
H 1.85202 -1.18178 -4.82347
H 4.18857 -2.00065 -2.10975
H 4.24660 -1.10065 -3.63844
H 3.64019 -2.76709 -3.60098
C 5.22194 1.82497 2.25014
O 4.06881 2.64115 2.03448
C 3.82568 3.61329 2.95452
C 4.54392 3.76131 4.13586
C 4.27105 4.81148 5.00305
C 3.28578 5.73605 4.69729
C 2.57043 5.58830 3.52204
C 2.82048 4.53338 2.65967
N 2.05350 4.49207 1.45040
C 1.64358 3.45191 0.76205
C 0.90889 3.51728 -0.42888
C 0.59465 4.74290 -1.09677
C -0.11928 4.76253 -2.24660
C -0.57372 3.52609 -2.79256
C -0.31252 2.33870 -2.18287
C 0.44790 2.27336 -0.96793
O 0.67799 1.16009 -0.38746
H 5.30104 1.17480 1.38468
H 5.10819 1.21589 3.14777
H 6.12124 2.43687 2.32710
H 5.33143 3.06385 4.38214
H 4.84314 4.90459 5.91812
H 3.07212 6.56243 5.36346
H 1.79058 6.29944 3.26617
H 1.74867 5.40088 1.13507
H 1.86161 2.47762 1.17991
H 0.92807 5.69079 -0.68558
H -0.34318 5.69482 -2.74619
H -1.14159 3.53816 -3.71667
H -0.66181 1.39803 -2.59575

Cartesian forces, eV/Å:
-0.2 0.2 -0.7
0.0 0.0 0.0
0.0 -0.1 0.1
0.0 0.1 -0.2
0.1 -0.1 0.1
-0.1 0.2 -0.1
-0.2 0.0 0.4
0.2 -0.2 -0.3
-0.1 0.0 0.5
0.0 0.0 0.2
0.0 0.0 0.0
0.0 0.0 0.0
0.0 0.0 0.0
0.0 -0.1 0.0
0.2 0.0 0.1
0.1 0.1 -0.1
0.1 0.0 0.2
-0.2 -0.5 -0.2
0.1 0.6 0.1
0.3 -0.4 0.0
0.1 0.2 0.1
-0.1 0.0 -0.1
0.0 0.0 0.0
0.1 -0.1 0.1
-0.1 0.2 0.1
-0.2 -0.1 -0.2
0.0 0.2 0.1
0.2 -0.1 0.3
-0.1 0.1 -0.1
-0.2 0.1 -0.1
0.0 0.0 0.1
0.1 0.0 -0.1
0.0 -0.1 0.1
-0.1 0.0 -0.1
0.1 0.0 0.1
-0.1 -0.1 -0.1
0.0 0.0 -0.2
0.1 0.0 0.1
-0.1 0.0 0.0
-0.1 0.0 0.0
0.0 0.0 0.0
0.0 0.0 0.0
0.0 0.1 0.0
0.1 0.1 0.0
-0.1 0.0 0.0
0.0 -0.1 0.0
0.0 0.0 0.0
0.0 0.1 0.0
0.0 0.1 0.0
0.0 0.0 0.0
0.0 -0.1 0.0
0.0 0.0 0.0
0.0 0.0 0.0
0.0 0.0 0.0
0.0 0.0 0.0
0.0 0.0 0.0
0.0 0.0 0.0
0.0 0.1 0.0
0.0 0.0 0.0
0.0 0.0 0.0
0.0 0.0 0.0
0.0 0.0 0.0
0.0 0.0 0.0
0.0 0.0 0.0
0.0 0.0 0.0
0.0 0.0 0.0
0.0 0.0 0.0
0.0 0.0 0.0
0.0 0.0 0.0
-0.1 0.0 0.0
0.1 -0.2 0.0
0.2 -0.1 -0.1
0.0 0.0 0.1
0.0 0.0 0.0
0.0 0.0 0.0
-0.1 0.1 0.0
-0.3 0.1 -0.2
0.2 0.0 0.2
-0.1 0.0 0.2
0.0 0.2 -0.1
0.2 -0.1 0.3
-0.2 -0.2 -0.2
0.0 0.2 0.0
0.1 -0.1 0.1
-0.2 -0.2 -0.3
0.3 -0.1 0.1
0.0 0.0 0.0
0.0 0.0 0.0
0.0 0.0 0.0
0.0 0.0 0.0
0.0 0.0 -0.1
0.0 -0.1 -0.1
0.0 0.0 0.0
0.1 0.1 -0.1
0.1 0.0 -0.1
0.1 -0.1 0.0
0.0 0.0 0.0
0.0 0.0 0.0
0.0 0.0 0.0


> Which value of molecular weight does entry 1 give?

666.69 g mol⁻¹